{"formula": "C6H3F5O", "method": "wB97M-V/def2-TZVPD", "e_homo_ev": -9.8, "total_charge": 0, "max_force_ev_per_a": 2.7, "energy_ha": -804.95343, "e_above_lowest_ev": 0.024, "symbols": ["F", "C", "C", "C", "F", "C", "F", "C", "F", "C", "F", "H", "O", "H", "H"], "positions_angstrom": [[-0.01096, -0.99983, 3.41775], [-0.29084, -0.52775, 2.17983], [0.25038, -1.22851, 1.08850], [-0.09594, -0.89823, -0.23131], [0.41924, -1.52991, -1.28956], [-0.99871, 0.18492, -0.42494], [-1.40410, 0.44224, -1.64337], [-1.45347, 0.96160, 0.68277], [-1.97439, 2.18239, 0.34553], [-1.12290, 0.59964, 1.97049], [-1.58744, 1.25167, 3.07305], [1.02014, -2.01011, 1.13524], [2.74331, 0.50045, -3.20344], [1.81618, 0.27938, -2.95883], [2.68949, 0.79204, -4.14170]], "nbo_charge": [-0.29, 0.35, -0.33, 0.34, -0.29, 0.28, -0.28, 0.28, -0.29, 0.27, -0.29, 0.26, -0.94, 0.47, 0.47]}